[1]
C45H47BaN5O4S2 as an isolated structure. Source: OMol25; level of theory: ωB97M-V/def2-TZVPD.

CARTESIAN COORDINATES (ANGSTROEM)
Ba (2.18, 0.09, -0.80)
C (0.57, -0.09, 2.86)
C (1.11, 1.23, 2.43)
N (0.53, 1.88, 1.49)
N (1.08, 3.14, 1.29)
C (1.17, 3.58, 0.09)
S (0.77, 2.89, -1.44)
S (1.85, 5.23, -0.07)
C (2.33, 5.64, 1.64)
C (1.34, 6.49, 2.39)
C (0.10, 5.96, 2.77)
C (-0.81, 6.75, 3.46)
C (-0.50, 8.06, 3.79)
C (0.72, 8.59, 3.42)
C (1.63, 7.80, 2.73)
C (2.37, 1.69, 3.07)
C (2.41, 2.32, 4.30)
C (3.61, 2.74, 4.86)
C (4.79, 2.50, 4.16)
C (4.78, 1.85, 2.93)
C (3.57, 1.42, 2.34)
O (3.52, 0.82, 1.20)
H (-0.34, -0.35, 2.33)
H (0.37, -0.07, 3.94)
H (1.31, -0.88, 2.69)
H (3.28, 6.17, 1.56)
H (2.50, 4.69, 2.14)
H (-0.13, 4.94, 2.50)
H (-1.77, 6.32, 3.75)
H (-1.22, 8.67, 4.34)
H (0.98, 9.61, 3.67)
H (2.59, 8.22, 2.44)
H (1.47, 2.51, 4.82)
H (3.63, 3.26, 5.81)
H (5.74, 2.82, 4.58)
H (5.70, 1.67, 2.39)
C (5.11, -0.57, -6.11)
C (5.86, -0.26, -4.80)
C (6.29, 1.21, -4.81)
C (7.11, -1.15, -4.73)
C (4.98, -0.52, -3.65)
C (4.25, -0.73, -2.68)
H (5.75, -0.38, -6.98)
H (4.21, 0.05, -6.18)
H (4.79, -1.61, -6.13)
H (6.94, 1.42, -5.67)
H (6.83, 1.45, -3.89)
H (5.42, 1.86, -4.87)
H (7.77, -0.97, -5.58)
H (6.82, -2.21, -4.72)
H (7.66, -0.95, -3.81)
C (-4.12, -2.24, 4.44)
C (-3.22, -2.29, 3.23)
C (-3.23, -1.28, 2.29)
C (-2.39, -1.30, 1.18)
C (-2.40, -0.16, 0.19)
C (-1.52, -2.37, 1.02)
C (-1.48, -3.41, 1.96)
C (-0.52, -4.55, 1.78)
C (-2.33, -3.35, 3.06)
C (-0.61, -2.44, -0.20)
O (-1.01, -3.12, -1.16)
O (0.47, -1.78, -0.12)
H (-4.91, -1.50, 4.30)
H (-3.56, -1.97, 5.34)
H (-4.59, -3.21, 4.63)
H (-3.92, -0.45, 2.41)
H (-3.31, 0.43, 0.29)
H (-2.34, -0.54, -0.83)
H (-1.54, 0.50, 0.34)
H (-0.64, -5.00, 0.79)
H (-0.68, -5.32, 2.54)
H (0.51, -4.20, 1.85)
H (-2.30, -4.15, 3.79)
C (-6.43, -5.01, 1.36)
C (-6.00, -4.18, 0.19)
C (-4.68, -3.78, 0.03)
C (-4.27, -2.98, -1.03)
C (-5.19, -2.56, -1.98)
N (-4.89, -1.70, -3.06)
C (-3.70, -1.34, -3.66)
O (-3.66, -0.33, -4.35)
N (-2.64, -2.18, -3.50)
C (-1.30, -1.83, -3.82)
C (-0.54, -2.70, -4.57)
C (0.81, -2.43, -4.73)
C (1.35, -1.31, -4.11)
N (0.61, -0.46, -3.39)
C (-0.69, -0.71, -3.27)
C (-6.52, -2.96, -1.84)
C (-6.92, -3.75, -0.77)
H (-5.57, -5.33, 1.95)
H (-6.97, -5.91, 1.04)
H (-7.09, -4.45, 2.03)
H (-3.93, -4.07, 0.76)
H (-3.23, -2.68, -1.05)
H (-5.63, -1.08, -3.34)
H (-2.72, -2.96, -2.86)
H (-0.99, -3.59, -4.99)
H (1.46, -3.09, -5.29)
H (2.41, -1.10, -4.15)
H (-1.27, 0.00, -2.69)
H (-7.25, -2.65, -2.58)
H (-7.96, -4.04, -0.68)

Results
Energy relative to the best compared isomer or geometry (same formula, charge and spin)   0.0 kJ/mol
Frontier orbital gap   6.1 eV
Net charge   -2
HOMO energy   -2.46 eV

Atom charges from the Mulliken analysis, given in e for atoms 1 to 4: atom 1 (Ba): 1.66, atom 2 (C): -0.36, atom 3 (C): 0.12, atom 4 (N): -0.71

[2]
C45H47GeN3SSiV as an isolated structure. Source: OMol25; level of theory: ωB97M-V/def2-TZVPD.

CARTESIAN COORDINATES (ANGSTROEM)
V (0.83, 0.17, 0.43)
N (3.06, -0.06, 0.40)
C (3.96, 0.60, 1.40)
C (3.58, 0.27, 2.83)
C (2.20, 0.76, 3.24)
N (1.13, -0.02, 2.53)
H (3.20, -1.07, 0.47)
H (3.39, 0.15, -0.54)
H (3.90, 1.68, 1.24)
H (4.99, 0.30, 1.20)
H (4.31, 0.75, 3.49)
H (3.67, -0.80, 3.01)
H (2.08, 1.81, 3.00)
H (2.06, 0.64, 4.32)
H (0.23, 0.17, 2.97)
H (1.29, -1.02, 2.70)
N (-1.05, 0.18, 0.01)
S (-2.26, 1.21, 0.46)
C (-3.51, 0.25, 1.24)
C (-4.42, -0.51, 0.50)
C (-5.37, -1.24, 1.20)
C (-5.41, -1.21, 2.59)
C (-4.49, -0.45, 3.31)
C (-3.53, 0.29, 2.63)
C (-3.06, 1.74, -1.03)
C (-2.58, 1.35, -2.27)
C (-3.24, 1.82, -3.40)
C (-4.34, 2.65, -3.28)
C (-4.79, 3.04, -2.02)
C (-4.15, 2.59, -0.88)
H (-1.41, -0.58, -0.58)
H (-4.40, -0.53, -0.58)
H (-6.09, -1.83, 0.65)
H (-6.16, -1.77, 3.12)
H (-4.53, -0.42, 4.39)
H (-2.83, 0.91, 3.17)
H (-1.71, 0.72, -2.37)
H (-2.89, 1.52, -4.38)
H (-4.84, 3.01, -4.16)
H (-5.65, 3.70, -1.93)
H (-4.51, 2.88, 0.10)
C (2.36, 5.03, 2.68)
C (1.14, 4.37, 2.59)
C (0.90, 3.50, 1.53)
C (1.86, 3.28, 0.54)
C (3.09, 3.96, 0.65)
C (3.33, 4.82, 1.70)
Si (1.44, 2.25, -0.95)
C (0.29, 3.20, -2.04)
C (0.51, 3.17, -3.43)
C (-0.25, 3.94, -4.29)
C (-1.24, 4.77, -3.78)
C (-1.48, 4.81, -2.41)
C (-0.72, 4.03, -1.55)
H (2.55, 5.71, 3.49)
H (0.38, 4.54, 3.34)
H (-0.07, 3.00, 1.48)
H (3.85, 3.82, -0.11)
H (4.28, 5.35, 1.77)
H (2.64, 1.92, -1.76)
H (1.30, 2.54, -3.84)
H (-0.05, 3.92, -5.35)
H (-1.83, 5.39, -4.45)
H (-2.25, 5.46, -2.01)
H (-0.90, 4.10, -0.48)
C (-3.08, -4.16, -2.07)
C (-3.16, -3.51, -0.84)
C (-2.03, -2.92, -0.29)
C (-0.80, -2.99, -0.96)
C (-0.74, -3.64, -2.19)
C (-1.88, -4.21, -2.75)
Ge (0.86, -2.36, -0.16)
C (2.33, -2.70, -1.37)
C (2.47, -1.89, -2.51)
C (3.47, -2.14, -3.44)
C (4.35, -3.20, -3.24)
C (4.22, -4.01, -2.12)
C (3.21, -3.76, -1.19)
C (1.19, -3.29, 1.54)
C (2.46, -3.27, 2.13)
C (2.70, -3.92, 3.34)
C (1.68, -4.61, 3.97)
C (0.42, -4.66, 3.39)
C (0.17, -4.00, 2.19)
H (-3.97, -4.62, -2.49)
H (-4.10, -3.47, -0.31)
H (-2.11, -2.41, 0.66)
H (0.20, -3.71, -2.73)
H (-1.81, -4.72, -3.70)
H (1.79, -1.06, -2.68)
H (3.57, -1.51, -4.32)
H (5.13, -3.40, -3.97)
H (4.89, -4.85, -1.97)
H (3.11, -4.42, -0.33)
H (3.29, -2.79, 1.64)
H (3.70, -3.90, 3.77)
H (1.87, -5.12, 4.90)
H (-0.38, -5.22, 3.87)
H (-0.81, -4.08, 1.74)

Results
2S+1   2
Energy relative to the best compared isomer or geometry (same formula, charge and spin)   32.6 kJ/mol
Frontier orbital gap (spin up / spin down)   6.9 / 7.5 eV
Net charge   +2
HOMO energy (spin up / spin down)   -13.41 / -12.73 eV

Atom charges from the Mulliken analysis, given in e for atoms 1 to 4: atom 1 (V): 0.55, atom 2 (N): -0.27, atom 3 (C): -0.26, atom 4 (C): -0.69

[3]
A 9-piece molecular cluster, C45H50BrF2N9O2S overall. Source: OMol25; level of theory: ωB97M-V/def2-TZVPD.

CARTESIAN COORDINATES (ANGSTROEM)
C (3.04, 6.65, -1.49)
C (2.53, 5.28, -0.76)
F (3.76, 4.56, -0.25)
N (1.62, 4.40, -1.58)
C (0.34, 5.08, -2.01)
C (-0.94, 4.45, -1.14)
C (-2.32, 4.84, -1.97)
Br (-2.58, 6.82, -2.18)
S (2.43, 3.55, -2.87)
O (3.38, 2.42, -2.30)
O (3.27, 4.44, -3.82)
F (1.29, 2.70, -3.89)
H (2.26, 7.09, -2.29)
H (3.10, 7.48, -0.64)
H (4.11, 6.60, -1.97)
H (1.92, 5.61, 0.20)
H (0.14, 4.87, -3.16)
H (0.30, 6.23, -1.83)
H (-0.95, 5.05, -0.13)
H (-0.85, 3.29, -1.01)
H (-2.28, 4.34, -3.04)
H (-3.29, 4.42, -1.43)
C (-3.05, 2.34, -7.67)
C (-3.73, 3.46, -7.20)
C (-3.14, 4.20, -6.18)
N (-1.95, 3.89, -5.62)
C (-1.32, 2.80, -6.10)
C (-1.82, 2.01, -7.12)
H (-3.47, 1.74, -8.47)
H (-4.69, 3.75, -7.61)
H (-3.63, 5.08, -5.78)
H (-0.37, 2.58, -5.63)
H (-1.27, 1.14, -7.47)
C (-0.45, 0.56, 3.53)
C (-1.83, 0.48, 3.37)
C (-2.41, 1.25, 2.38)
N (-1.72, 2.07, 1.56)
C (-0.38, 2.12, 1.73)
C (0.29, 1.39, 2.70)
H (0.05, -0.03, 4.29)
H (-2.43, -0.16, 4.00)
H (-3.49, 1.23, 2.21)
H (0.15, 2.79, 1.06)
H (1.37, 1.47, 2.79)
C (1.14, -4.71, 2.02)
C (0.64, -3.58, 1.37)
C (-0.09, -2.67, 2.11)
N (-0.35, -2.80, 3.43)
C (0.15, -3.90, 4.03)
C (0.89, -4.87, 3.38)
H (1.72, -5.45, 1.48)
H (0.82, -3.43, 0.31)
H (-0.49, -1.77, 1.65)
H (-0.07, -3.99, 5.09)
H (1.27, -5.74, 3.92)
C (1.80, -2.74, -5.37)
C (0.54, -3.13, -5.82)
C (-0.22, -2.21, -6.51)
N (0.18, -0.95, -6.77)
C (1.40, -0.59, -6.32)
C (2.24, -1.45, -5.62)
H (2.43, -3.44, -4.82)
H (0.17, -4.14, -5.64)
H (-1.21, -2.47, -6.88)
H (1.70, 0.43, -6.54)
H (3.21, -1.11, -5.29)
C (6.42, -0.48, -0.92)
C (6.48, -1.02, 0.36)
C (5.51, -0.64, 1.27)
N (4.51, 0.22, 1.00)
C (4.48, 0.73, -0.26)
C (5.40, 0.41, -1.24)
H (7.16, -0.75, -1.67)
H (7.26, -1.72, 0.64)
H (5.51, -1.04, 2.28)
H (3.67, 1.43, -0.45)
H (5.33, 0.85, -2.23)
C (-2.85, -6.19, -0.58)
C (-1.60, -5.78, -0.13)
C (-0.51, -5.93, -0.97)
N (-0.58, -6.47, -2.20)
C (-1.80, -6.87, -2.62)
C (-2.95, -6.75, -1.85)
H (-3.72, -6.08, 0.04)
H (-1.48, -5.34, 0.86)
H (0.49, -5.62, -0.66)
H (-1.84, -7.30, -3.61)
H (-3.91, -7.08, -2.24)
C (-3.67, 5.12, 5.65)
C (-3.25, 4.08, 4.83)
C (-3.64, 4.08, 3.50)
N (-4.41, 5.04, 2.95)
C (-4.81, 6.04, 3.77)
C (-4.47, 6.13, 5.11)
H (-3.39, 5.15, 6.69)
H (-2.63, 3.28, 5.22)
H (-3.33, 3.29, 2.82)
H (-5.44, 6.80, 3.30)
H (-4.82, 6.95, 5.72)
C (0.90, -7.57, 8.76)
C (-0.48, -7.64, 8.60)
C (-1.06, -6.87, 7.61)
N (-0.37, -6.05, 6.79)
C (0.97, -6.00, 6.96)
C (1.64, -6.74, 7.93)
H (1.40, -8.16, 9.52)
H (-1.08, -8.28, 9.23)
H (-2.14, -6.89, 7.44)
H (1.50, -5.33, 6.29)
H (2.72, -6.66, 8.02)

Results
Frontier orbital gap   8.3 eV
Net charge   0
HOMO energy   -9.30 eV
Structure (SMILES)   C[C@H](F)N(CCCBr)S(=O)(=O)F.c1ccncc1.c1ccncc1.c1ccncc1.c1ccncc1.c1ccncc1.c1ccncc1.c1ccncc1.c1ccncc1

Atom charges from the Mulliken analysis, given in e for atoms 1 to 4: atom 1 (C): -0.91, atom 2 (C): 0.08, atom 3 (F): -0.34, atom 4 (N): 0.51

[4]
C45H50BrIN3O3P2TeTi as an isolated structure. Source: OMol25; level of theory: ωB97M-V/def2-TZVPD.

CARTESIAN COORDINATES (ANGSTROEM)
Ti (-0.32, 2.46, -0.71)
C (3.45, 3.87, -0.18)
P (2.22, 2.55, -0.54)
C (3.17, 1.66, -1.83)
C (2.43, 1.47, 0.94)
C (3.60, 0.72, 1.07)
C (3.79, -0.13, 2.15)
C (2.81, -0.24, 3.12)
C (1.66, 0.51, 3.02)
C (1.44, 1.37, 1.93)
P (-0.12, 2.35, 1.83)
C (0.18, 3.51, 3.22)
C (-1.40, 1.29, 2.60)
H (4.41, 3.43, 0.06)
H (3.11, 4.50, 0.63)
H (3.55, 4.49, -1.08)
H (4.24, 1.86, -1.76)
H (2.82, 2.01, -2.80)
H (2.99, 0.60, -1.79)
H (4.37, 0.79, 0.31)
H (4.70, -0.71, 2.22)
H (2.95, -0.90, 3.97)
H (0.91, 0.43, 3.80)
H (0.40, 2.95, 4.13)
H (-0.70, 4.13, 3.38)
H (1.02, 4.16, 2.97)
H (-1.10, 0.81, 3.54)
H (-1.68, 0.53, 1.88)
H (-2.26, 1.92, 2.80)
I (-6.23, 0.90, -1.36)
C (-4.48, 1.89, -0.86)
C (-4.38, 3.12, -0.26)
N (-3.06, 3.34, -0.08)
N (-2.31, 2.34, -0.58)
C (-3.17, 1.44, -1.05)
H (-5.13, 3.83, 0.04)
H (-2.61, 4.22, 0.12)
H (-2.82, 0.53, -1.50)
Br (1.33, 10.05, 1.16)
C (0.30, 8.80, 0.17)
C (-0.68, 9.26, -0.69)
C (-1.44, 8.34, -1.40)
C (-1.21, 6.99, -1.25)
C (-0.21, 6.53, -0.39)
C (0.54, 7.45, 0.33)
C (0.04, 5.08, -0.23)
O (0.78, 4.65, 0.65)
O (-0.58, 4.28, -1.05)
H (-0.85, 10.33, -0.81)
H (-2.22, 8.69, -2.06)
H (-1.78, 6.26, -1.82)
H (1.31, 7.09, 1.00)
C (1.35, -6.85, 4.57)
C (1.04, -5.72, 3.63)
C (-0.23, -5.18, 3.54)
C (-0.52, -4.12, 2.68)
C (-1.93, -3.60, 2.63)
C (0.49, -3.57, 1.87)
Te (0.10, -1.71, 0.65)
N (0.04, 0.34, -0.77)
C (0.15, 0.54, -2.04)
O (-0.17, 1.75, -2.48)
C (0.71, -0.38, -3.07)
C (1.69, -1.31, -2.76)
C (2.29, -2.06, -3.76)
C (1.92, -1.88, -5.09)
C (0.96, -0.93, -5.41)
C (0.35, -0.19, -4.41)
C (-1.28, -2.75, -0.63)
C (-2.63, -2.40, -0.66)
C (-3.29, -1.49, 0.34)
C (-3.48, -2.99, -1.60)
C (-3.03, -3.93, -2.51)
C (-3.94, -4.52, -3.55)
C (-1.70, -4.33, -2.41)
C (-0.83, -3.77, -1.49)
C (0.57, -4.33, -1.41)
C (1.78, -4.12, 1.96)
C (2.94, -3.64, 1.11)
C (2.03, -5.17, 2.83)
H (0.47, -7.16, 5.13)
H (2.13, -6.57, 5.28)
H (1.71, -7.72, 4.02)
H (-1.03, -5.59, 4.15)
H (-2.54, -4.04, 3.42)
H (-2.39, -3.86, 1.67)
H (-1.95, -2.51, 2.72)
H (2.01, -1.42, -1.73)
H (3.05, -2.80, -3.51)
H (2.39, -2.46, -5.87)
H (0.69, -0.76, -6.45)
H (-0.39, 0.56, -4.65)
H (-2.57, -0.88, 0.87)
H (-3.84, -2.09, 1.07)
H (-4.02, -0.84, -0.14)
H (-4.53, -2.70, -1.61)
H (-4.92, -4.03, -3.53)
H (-4.09, -5.58, -3.38)
H (-3.51, -4.40, -4.54)
H (-1.34, -5.11, -3.08)
H (0.71, -5.11, -2.16)
H (0.75, -4.76, -0.42)
H (1.30, -3.55, -1.58)
H (2.73, -2.66, 0.67)
H (3.13, -4.35, 0.31)
H (3.85, -3.56, 1.71)
H (3.04, -5.59, 2.88)

Results
2S+1   2
Energy relative to the best compared isomer or geometry (same formula, charge and spin)   231.0 kJ/mol
Frontier orbital gap (spin up / spin down)   6.3 / 6.4 eV
Net charge   0
HOMO energy (spin up / spin down)   -6.49 / -6.50 eV

Atom charges from the Mulliken analysis, given in e for atoms 1 to 4: atom 1 (Ti): -1.08, atom 2 (C): -1.58, atom 3 (P): 2.32, atom 4 (C): -1.74

| no. | electronic energy (eV) |
| --- | --- |
| 1 | -85437.846 |
| 2 | -152800.825 |
| 3 | -151288.122 |
| 4 | -185221.111 |